A cluster of 10 separate species, C53H50N9O4 in total in a non-equilibrium geometry, computed with wB97M-V/def2-TZVPD.

Positions of all 116 atoms, in Å:
O (0.11, 1.69, 0.67)
C (0.24, 2.18, 1.84)
O (0.87, 3.41, 1.97)
O (-0.23, 1.52, 3.05)
C (-1.46, 0.92, 2.66)
O (-1.43, -0.35, 2.48)
C (-2.83, 1.66, 2.39)
C (-2.85, 3.23, 2.39)
C (-4.20, 3.92, 2.07)
C (-5.49, 3.10, 1.81)
C (-5.43, 1.55, 1.83)
C (-4.09, 0.77, 2.13)
H (-1.92, 3.86, 2.61)
H (-4.22, 5.05, 2.03)
H (-6.47, 3.64, 1.59)
H (-6.34, 0.88, 1.63)
H (-4.07, -0.38, 2.15)
N (-6.51, 4.26, -0.98)
C (-6.33, 5.49, -1.49)
C (-5.72, 5.73, -2.71)
C (-5.27, 4.65, -3.45)
C (-5.45, 3.37, -2.94)
C (-6.07, 3.23, -1.71)
H (-6.69, 6.30, -0.87)
H (-5.60, 6.75, -3.07)
H (-4.79, 4.80, -4.41)
H (-5.11, 2.50, -3.49)
H (-6.24, 2.25, -1.28)
N (-0.97, 4.87, 4.17)
C (-0.20, 4.02, 4.88)
C (0.46, 4.38, 6.04)
C (0.33, 5.68, 6.51)
C (-0.45, 6.57, 5.79)
C (-1.08, 6.12, 4.64)
H (-0.12, 3.02, 4.48)
H (1.07, 3.65, 6.58)
H (0.84, 5.99, 7.41)
H (-0.58, 7.59, 6.12)
H (-1.71, 6.78, 4.05)
N (2.30, 6.54, 3.87)
C (2.50, 5.93, 2.69)
C (3.45, 6.34, 1.76)
C (4.22, 7.45, 2.06)
C (4.04, 8.10, 3.28)
C (3.07, 7.61, 4.14)
H (1.87, 5.07, 2.50)
H (3.57, 5.81, 0.83)
H (4.97, 7.80, 1.36)
H (4.63, 8.97, 3.54)
H (2.89, 8.09, 5.10)
N (-2.79, -3.81, 3.94)
C (-3.40, -4.27, 5.05)
C (-3.53, -3.54, 6.22)
C (-3.00, -2.25, 6.25)
C (-2.36, -1.75, 5.12)
C (-2.29, -2.57, 4.00)
H (-3.79, -5.28, 4.97)
H (-4.03, -3.96, 7.08)
H (-3.08, -1.65, 7.14)
H (-1.94, -0.76, 5.11)
H (-1.81, -2.22, 3.09)
N (-0.39, -3.46, -2.17)
C (-1.00, -3.92, -1.06)
C (-1.13, -3.19, 0.11)
C (-0.61, -1.91, 0.15)
C (0.03, -1.40, -0.98)
C (0.11, -2.21, -2.11)
H (-1.39, -4.93, -1.13)
H (-1.63, -3.62, 0.97)
H (-0.69, -1.30, 1.04)
H (0.45, -0.41, -0.99)
H (0.59, -1.86, -3.01)
N (5.27, -4.83, -4.28)
C (5.15, -3.75, -3.50)
C (4.05, -3.50, -2.70)
C (3.00, -4.41, -2.71)
C (3.10, -5.54, -3.51)
C (4.24, -5.70, -4.27)
H (5.99, -3.06, -3.53)
H (4.00, -2.61, -2.08)
H (2.12, -4.25, -2.09)
H (2.31, -6.28, -3.54)
H (4.37, -6.57, -4.91)
N (-5.68, 0.24, -4.60)
C (-6.99, 0.14, -4.86)
C (-7.76, -0.96, -4.51)
C (-7.14, -2.01, -3.85)
C (-5.78, -1.93, -3.57)
C (-5.10, -0.79, -3.96)
H (-7.43, 0.98, -5.38)
H (-8.82, -0.99, -4.74)
H (-7.71, -2.89, -3.56)
H (-5.27, -2.73, -3.06)
H (-4.04, -0.68, -3.76)
N (9.35, -5.30, -8.83)
C (9.23, -4.22, -8.04)
C (8.13, -3.97, -7.24)
C (7.09, -4.88, -7.25)
C (7.18, -6.01, -8.05)
C (8.33, -6.18, -8.82)
H (10.07, -3.53, -8.07)
H (8.09, -3.08, -6.63)
H (6.21, -4.72, -6.63)
H (6.39, -6.75, -8.08)
H (8.45, -7.04, -9.46)
N (6.35, -4.97, 2.12)
C (5.60, -5.09, 1.02)
C (4.49, -4.30, 0.75)
C (4.13, -3.33, 1.67)
C (4.89, -3.19, 2.83)
C (5.98, -4.02, 3.00)
H (5.91, -5.86, 0.32)
H (3.93, -4.43, -0.17)
H (3.27, -2.69, 1.50)
H (4.64, -2.44, 3.57)
H (6.60, -3.95, 3.89)

Computed properties:
Largest force on an atom (eV/Å): 8.1
Net charge: -1
Frontier orbital gap (Eh): 0.275
Calculated total energy (hartree): -2843.2536


A structure of composition C53H51CsN2OPS5Sb, computed with wB97M-V/def2-TZVPD.

Positions of all 115 atoms, in Å:
Cs (-0.33, 0.83, -0.88)
S (1.89, 4.16, -7.76)
C (1.58, 3.67, -6.19)
S (0.29, 4.24, -5.23)
C (0.56, 3.31, -3.76)
C (1.64, 2.49, -3.81)
S (2.24, 1.40, -2.58)
S (2.51, 2.53, -5.33)
S (-0.55, 3.60, -2.44)
C (0.71, -3.09, -3.33)
C (-0.56, -3.63, -3.96)
C (-0.51, -4.83, -4.68)
C (-1.64, -5.37, -5.26)
C (-2.87, -4.72, -5.11)
C (-2.93, -3.53, -4.40)
C (-1.79, -2.98, -3.83)
P (-1.87, -1.37, -2.88)
C (-2.71, -0.36, -4.16)
C (-4.10, -0.20, -4.20)
C (-4.69, 0.65, -5.13)
C (-3.89, 1.35, -6.03)
C (-2.51, 1.17, -6.01)
C (-1.91, 0.31, -5.10)
C (-0.42, 0.07, -5.17)
C (-3.12, -1.80, -1.60)
C (-3.07, -3.12, -1.14)
C (-3.88, -3.64, -0.13)
C (-4.83, -2.76, 0.43)
C (-4.90, -1.45, 0.03)
C (-4.00, -0.84, -0.93)
C (-4.04, 0.52, -1.15)
H (1.54, -3.77, -3.51)
H (0.59, -2.96, -2.25)
H (0.97, -2.11, -3.72)
H (0.44, -5.34, -4.78)
H (-1.58, -6.30, -5.81)
H (-3.76, -5.13, -5.56)
H (-3.88, -3.02, -4.28)
H (-4.71, -0.72, -3.48)
H (-5.76, 0.78, -5.14)
H (-4.34, 2.04, -6.74)
H (-1.89, 1.72, -6.71)
H (0.05, 0.74, -5.90)
H (-0.23, -0.96, -5.48)
H (0.08, 0.22, -4.21)
H (-2.37, -3.81, -1.61)
H (-3.81, -4.67, 0.17)
H (-5.52, -3.13, 1.18)
H (-5.66, -0.81, 0.47)
H (-4.79, 1.12, -0.64)
H (-3.42, 1.04, -1.87)
C (-1.35, 3.61, 4.13)
C (-1.55, 2.46, 3.17)
O (-0.62, 2.02, 2.51)
N (-2.79, 1.92, 3.09)
C (-3.11, 0.91, 2.08)
C (-2.65, -0.48, 2.43)
C (-3.09, -1.12, 3.59)
C (-2.73, -2.43, 3.81)
C (-1.95, -3.08, 2.87)
C (-1.54, -2.36, 1.75)
N (-1.86, -1.09, 1.54)
H (-0.96, 4.45, 3.56)
H (-0.61, 3.32, 4.87)
H (-2.27, 3.91, 4.63)
H (-3.53, 2.35, 3.62)
H (-2.67, 1.20, 1.13)
H (-4.19, 0.91, 1.94)
H (-3.73, -0.59, 4.28)
H (-3.07, -2.95, 4.70)
H (-1.66, -4.11, 2.98)
H (-0.92, -2.83, 0.99)
C (2.35, 3.87, 0.29)
C (3.58, 3.69, 1.15)
C (4.58, 4.66, 1.15)
C (5.71, 4.56, 1.95)
C (5.85, 3.46, 2.79)
C (4.88, 2.48, 2.80)
C (3.75, 2.57, 1.99)
Sb (2.28, 0.99, 1.96)
C (1.90, 1.10, 4.09)
C (2.17, 2.28, 4.79)
C (1.82, 2.43, 6.13)
C (1.19, 1.39, 6.79)
C (0.88, 0.23, 6.10)
C (1.22, 0.07, 4.76)
C (0.81, -1.18, 4.03)
C (3.78, -0.57, 2.10)
C (4.30, -1.02, 3.31)
C (5.27, -2.02, 3.36)
C (5.74, -2.57, 2.18)
C (5.23, -2.13, 0.97)
C (4.26, -1.13, 0.90)
C (3.74, -0.67, -0.44)
H (2.32, 4.86, -0.16)
H (1.43, 3.75, 0.88)
H (2.30, 3.14, -0.53)
H (4.46, 5.52, 0.50)
H (6.46, 5.33, 1.92)
H (6.73, 3.37, 3.43)
H (5.00, 1.62, 3.45)
H (2.66, 3.10, 4.29)
H (2.05, 3.36, 6.65)
H (0.91, 1.49, 7.84)
H (0.36, -0.58, 6.61)
H (0.14, -1.79, 4.65)
H (1.67, -1.78, 3.74)
H (0.26, -0.92, 3.12)
H (3.94, -0.60, 4.24)
H (5.66, -2.35, 4.32)
H (6.49, -3.35, 2.20)
H (5.60, -2.56, 0.04)
H (4.27, -1.16, -1.26)
H (3.85, 0.40, -0.58)
H (2.68, -0.89, -0.57)

Computed properties:
Largest force on an atom (eV/Å): 0.9
Net charge: -2
Frontier orbital gap (Eh): 0.149
Calculated total energy (hartree): -4827.7519


A cluster of 3 separate species, C53H52BBrN2O10P in total in a non-equilibrium geometry, computed with wB97M-V/def2-TZVPD.

Positions of all 120 atoms, in Å:
C (3.92, -7.64, 1.91)
C (4.49, -6.67, 0.78)
O (5.28, -5.61, 1.33)
C (4.63, -4.33, 1.21)
C (4.96, -3.64, -0.19)
O (3.87, -3.71, -1.12)
C (3.57, -2.45, -1.72)
C (4.75, -1.90, -2.62)
C (4.43, -1.83, -4.16)
C (5.61, -0.94, -4.81)
Br (4.59, -3.61, -5.05)
O (2.55, -2.81, -2.66)
B (1.21, -2.85, -2.03)
C (0.49, -4.32, -2.03)
C (1.26, -5.45, -1.25)
C (0.35, -6.73, -0.92)
C (-0.95, -6.34, -0.16)
O (-1.00, -6.15, 1.03)
O (-2.14, -6.16, -0.89)
C (0.02, -1.88, -2.72)
C (-0.90, -1.19, -1.68)
C (-1.17, 0.27, -1.84)
C (-2.02, 0.98, -0.88)
C (-2.65, 0.32, 0.27)
C (-2.43, -1.12, 0.41)
C (-1.57, -1.83, -0.55)
O (1.49, -2.17, -0.74)
C (2.68, -1.41, -0.83)
P (2.54, 0.28, -1.75)
N (1.69, 1.27, -0.85)
C (3.24, -0.95, 0.56)
C (4.50, -0.20, 0.65)
C (4.81, 0.15, 2.04)
C (3.92, -0.24, 3.10)
N (2.76, -0.97, 3.07)
C (2.51, -1.28, 1.76)
H (3.66, -8.64, 1.45)
H (4.68, -7.81, 2.73)
H (3.01, -7.13, 2.33)
H (3.60, -6.24, 0.24)
H (5.08, -7.26, 0.04)
H (3.51, -4.39, 1.30)
H (5.08, -3.68, 2.01)
H (5.80, -4.26, -0.63)
H (5.38, -2.62, -0.04)
H (5.07, -0.85, -2.33)
H (5.70, -2.51, -2.54)
H (3.49, -1.30, -4.41)
H (6.44, -0.75, -4.10)
H (5.15, 0.00, -5.23)
H (6.03, -1.48, -5.71)
H (-0.58, -4.20, -1.72)
H (0.45, -4.64, -3.11)
H (2.04, -5.85, -1.97)
H (1.83, -5.10, -0.36)
H (0.06, -7.28, -1.86)
H (0.97, -7.40, -0.27)
H (-2.34, -5.21, -0.99)
H (0.41, -1.16, -3.48)
H (-0.65, -2.60, -3.30)
H (-0.72, 0.85, -2.68)
H (-2.23, 2.08, -0.98)
H (-3.30, 0.84, 1.01)
H (-2.88, -1.67, 1.27)
H (-1.43, -2.92, -0.35)
H (2.05, 0.08, -3.07)
H (3.87, 0.84, -1.84)
H (2.25, 2.08, -0.57)
H (5.13, 0.07, -0.22)
H (5.73, 0.73, 2.27)
H (4.20, 0.11, 4.13)
H (1.58, -1.89, 1.59)
C (-0.82, 3.73, -3.89)
C (-0.65, 4.47, -2.72)
C (-1.48, 5.55, -2.47)
C (-2.46, 5.91, -3.38)
C (-2.61, 5.19, -4.57)
C (-1.79, 4.08, -4.81)
C (-3.62, 5.58, -5.57)
O (-3.76, 4.95, -6.60)
C (-4.47, 6.78, -5.31)
C (-5.38, 7.20, -6.27)
C (-6.18, 8.31, -6.03)
C (-6.08, 8.99, -4.82)
C (-5.16, 8.58, -3.86)
C (-4.35, 7.48, -4.11)
C (-3.35, 7.07, -3.09)
O (-3.26, 7.67, -2.04)
H (-0.18, 2.87, -4.09)
H (0.12, 4.19, -2.01)
H (-1.35, 6.12, -1.55)
H (-1.92, 3.51, -5.72)
H (-5.47, 6.67, -7.21)
H (-6.89, 8.64, -6.78)
H (-6.71, 9.85, -4.63)
H (-5.08, 9.12, -2.92)
C (-6.50, 2.60, 8.16)
C (-5.64, 3.26, 9.02)
C (-4.27, 3.23, 8.80)
C (-3.76, 2.53, 7.71)
C (-4.62, 1.84, 6.86)
C (-6.00, 1.88, 7.08)
C (-4.09, 1.04, 5.73)
O (-4.85, 0.44, 4.99)
C (-2.62, 0.97, 5.53)
C (-2.10, 0.18, 4.51)
C (-0.73, 0.12, 4.31)
C (0.13, 0.86, 5.12)
C (-0.39, 1.65, 6.14)
C (-1.76, 1.70, 6.36)
C (-2.29, 2.51, 7.47)
O (-1.55, 3.16, 8.18)
H (-7.57, 2.63, 8.33)
H (-6.04, 3.81, 9.87)
H (-3.60, 3.76, 9.47)
H (-6.67, 1.36, 6.41)
H (-2.76, -0.40, 3.87)
H (-0.33, -0.50, 3.51)
H (1.20, 0.82, 4.95)
H (0.29, 2.22, 6.77)

Computed properties:
Largest force on an atom (eV/Å): 4.3
Net charge: -1
Frontier orbital gap (Eh): 0.207
Calculated total energy (hartree): -5852.9707


no.,HOMO energy (eV)
1,-5.4
2,-0.9
3,-5.2